Record 1
The following is a DFT calculation (ωB97M-V with the def2-TZVPD basis set) of C7H13NO2 in the gas phase at a distorted geometry.

Geometry (Å):
O 0.1469 1.1842 1.0593
O -0.9750 -1.5671 -0.6477
N 1.4088 -2.2128 -0.3326
C -0.4822 -0.0620 1.2441
C 0.6235 1.0041 -0.2907
C -2.1804 0.4613 -0.6244
C 0.5418 -1.1372 1.6664
C 1.5934 -1.3508 0.6248
C -0.9994 -0.3761 -0.1798
C 0.3573 2.1694 -1.2144
H 0.0040 -2.0742 1.8291
H 0.3272 -2.2275 -0.6260
H -2.1850 1.4532 -0.1796
H -2.1973 0.5415 -1.7102
H 1.7122 0.8748 -0.2651
H 2.5729 -0.9040 0.7530
H -1.2644 0.0201 2.0130
H 1.0072 -0.8191 2.5998
H 0.8352 1.9748 -2.1775
H 0.7921 3.0932 -0.8111
H -0.6971 2.3645 -1.3966
H -3.0834 -0.0723 -0.3160
H 2.1417 -2.3380 -1.0177

Atoms 1-6, force components in eV/Å:
O -0.1 -0.1 0.1
O 0.3 -0.5 -0.1
N -0.1 0.8 0.3
C 0.0 0.2 -0.1
C -1.2 -0.4 -0.2
C 0.2 0.0 0.1

Net charge: 0

Record 2
The following is a DFT calculation (ωB97M-V with the def2-TZVPD basis set) of a molecular structure, C3H7NO2S2 at a distorted geometry.

Geometry (Å):
S 0.1719 -2.0829 -0.2132
S 1.1556 0.8502 0.1037
O -2.1798 0.4002 -1.2303
O -1.6731 0.2745 0.8997
N -1.4415 0.1857 -0.2909
C -0.0940 -0.3095 -0.6413
C 0.0268 -2.1736 1.6514
C 1.0471 2.3136 -0.9601
H 0.7043 3.1962 -0.3478
H 0.3617 2.2242 -1.8135
H -0.9595 -1.9545 2.0219
H 0.1980 -3.2036 1.9329
H 0.7917 -1.6075 2.0969
H -0.1270 -0.3959 -2.0087
H 2.0179 2.2829 -1.2006

Atoms 1-6, force components in eV/Å:
S -0.5 0.8 1.0
S -1.2 -1.6 -0.4
O -0.4 0.3 0.6
O -0.6 0.3 -0.6
N -0.2 -0.7 0.1
C 1.6 -0.6 -3.5

Net charge: 0

Record 3
The following is a DFT calculation (ωB97M-V with the def2-TZVPD basis set) of a gas-phase ion, C8H15N2 (charge +1) at a distorted geometry.

Geometry (Å):
N 0.6906 1.4327 0.8057
N 1.9692 -0.3871 0.0027
C -1.4471 -0.2507 1.4264
C 0.9167 0.3272 0.1721
C -1.1825 1.8747 -0.7103
C 3.2525 0.0794 -0.2026
C -0.3065 2.1700 0.5302
C -0.4661 -1.9369 -0.1496
C -0.6269 -0.4947 0.2045
C -1.1156 0.3524 -1.0119
H 3.9448 -0.5460 0.4111
H -1.3866 -1.0310 2.0936
H 1.8124 -1.3361 -0.0869
H 0.2852 -2.5299 0.4188
H -2.4621 0.0003 1.0208
H -1.1996 0.5612 2.0399
H -2.2227 0.2193 -1.0501
H 3.5451 0.0633 -1.2861
H -1.3467 -2.3012 0.2769
H -0.3505 3.1774 1.1071
H 3.1808 1.1920 0.2205
H -0.5570 0.0713 -2.0058
H -0.6017 2.3431 -1.5394
H -0.4815 -2.1923 -1.1348
H -2.2187 2.3154 -0.7114

Atoms 1-6, force components in eV/Å:
N 1.8 2.9 -0.3
N -1.5 1.4 -0.7
C -1.3 1.3 -1.9
C -4.5 -4.6 2.8
C 1.8 0.9 0.2
C 2.6 3.0 0.7

Net charge: +1
SMILES: C/[NH+]=C1\N=CCCC1(C)C

Record 4
The following is a DFT calculation (ωB97M-V with the def2-TZVPD basis set) of C5H6N2O in the gas phase at a distorted geometry.

Geometry (Å):
O -0.7687 -1.5614 0.7369
N 1.6114 -0.7262 -1.0939
N 1.8579 -0.3348 0.3561
C -1.0900 -0.2890 0.4372
C -0.2880 0.9878 0.3884
C 0.4155 -0.4189 -1.6043
C 1.0763 0.5879 0.8693
C -0.7285 0.3656 -0.8427
H -2.0602 -0.1120 0.9321
H -0.5411 1.9151 0.7247
H 0.4159 -0.5175 -2.6758
H -1.3808 0.9447 -1.4714
H 1.1807 0.6688 1.9840
H 0.2996 -1.5100 1.2592

Atoms 1-6, force components in eV/Å:
O 5.9 -0.4 2.6
N -3.1 1.7 0.5
N -1.8 0.9 -0.8
C -3.8 1.0 0.8
C 4.6 -2.3 0.9
C 2.7 1.2 2.7

Net charge: 0
SMILES: O[C@H]1[C@H]2C=NN=C[C@@H]12

| no. | E_HOMO (eV) |
| --- | --- |
| 1 | -7.145 |
| 2 | -9.180 |
| 3 | -13.797 |
| 4 | -9.879 |